{"formula": "C19H25ClFeIO2Sb", "method": "ωB97M-V/def2-TZVPD", "spin_multiplicity": 6, "e_tot_ha": -3151.248829, "charge": -1, "lumo_ev": [2.311, 2.272], "gap_ev": [5.7, 6.9], "relative_energy_kcal_mol": 21.8, "species": ["Fe", "I", "C", "C", "C", "C", "C", "C", "C", "C", "C", "C", "H", "H", "H", "H", "H", "H", "C", "C", "Sb", "C", "C", "C", "C", "H", "H", "H", "H", "H", "H", "H", "H", "H", "H", "H", "H", "H", "H", "H", "Cl", "C", "C", "O", "O", "H", "H", "C", "H", "H"], "xyz": [[0.18946, 0.96666, -0.11132], [0.28175, 1.18561, 2.53700], [2.44917, 1.15309, 2.44760], [3.13985, 1.20738, 3.62034], [4.54809, 1.20788, 3.58054], [5.19381, 1.16512, 2.37750], [4.47487, 1.10616, 1.15977], [5.13861, 1.05796, -0.08576], [4.41949, 0.96650, -1.24423], [3.01090, 0.92199, -1.20994], [2.29082, 0.98919, -0.03560], [3.04618, 1.08552, 1.17133], [2.61729, 1.25168, 4.56658], [5.10646, 1.24493, 4.50736], [6.27773, 1.17141, 2.33623], [6.22208, 1.10203, -0.10261], [4.93223, 0.93281, -2.19921], [2.47977, 0.83838, -2.15326], [0.04787, -3.77477, -0.27985], [-1.07149, -3.07369, -1.04580], [-1.34585, -1.04216, -0.29164], [-3.14488, -0.51110, -1.38218], [-4.05412, -1.64779, -1.83838], [-2.26272, -1.60807, 1.62403], [-3.22380, -2.79354, 1.64312], [0.23357, -4.77714, -0.67391], [-0.20441, -3.87300, 0.77874], [0.97990, -3.21031, -0.34674], [-2.01171, -3.61898, -0.95988], [-0.82491, -2.99573, -2.10640], [-2.79270, 0.06416, -2.23862], [-3.67791, 0.18944, -0.73621], [-3.50492, -2.38383, -2.42800], [-4.85790, -1.25312, -2.46475], [-4.51295, -2.16561, -0.99657], [-2.76347, -0.70257, 1.97712], [-1.42963, -1.78922, 2.30691], [-4.12888, -2.58062, 1.07530], [-3.52397, -3.02811, 2.66842], [-2.76281, -3.68856, 1.22068], [-1.22467, 5.96102, -1.56907], [-2.70063, 3.98133, -1.25351], [-1.81389, 2.90534, -1.16210], [-1.54508, 2.25264, -2.30869], [-1.26013, 2.52028, -0.09428], [-3.21137, 4.17048, -2.18181], [-3.08034, 4.41558, -0.34594], [-0.32257, 1.49225, -2.27037], [0.51882, 2.19343, -2.35619], [-0.34098, 0.81767, -3.12580]], "forces_ev_per_a": [[0.320, 1.394, -2.264], [0.969, 0.071, 0.896], [-0.829, 0.047, 0.256], [-0.194, -0.001, 0.037], [0.137, -0.006, -0.097], [0.053, 0.014, 0.094], [-0.224, -0.001, 0.087], [0.039, -0.003, -0.145], [0.131, 0.016, 0.037], [-0.137, -0.003, 0.118], [-0.270, -0.160, 0.191], [0.246, -0.037, -0.246], [0.023, 0.008, -0.007], [0.008, 0.013, -0.003], [-0.006, 0.005, 0.011], [-0.001, -0.027, 0.001], [0.019, -0.004, 0.012], [0.004, 0.031, -0.006], [-0.061, 0.037, -0.048], [0.153, 0.371, 0.085], [-1.288, -1.320, 0.271], [0.247, -0.038, 0.047], [0.116, 0.076, 0.061], [0.037, -0.083, -0.289], [0.095, 0.125, 0.030], [0.011, -0.006, 0.034], [0.040, -0.011, 0.005], [0.015, -0.030, 0.030], [-0.035, 0.071, -0.010], [-0.029, 0.008, -0.002], [0.023, 0.062, 0.060], [0.020, 0.031, -0.012], [-0.051, -0.018, -0.014], [-0.018, -0.040, -0.001], [-0.005, -0.058, -0.029], [0.046, 0.026, -0.005], [0.033, 0.059, -0.025], [-0.018, -0.044, -0.007], [-0.037, -0.048, -0.026], [-0.042, -0.025, 0.009], [0.026, 0.036, -0.036], [-0.418, 0.147, 0.040], [0.382, -0.760, -0.218], [-0.147, 0.629, 0.014], [0.078, -0.079, 0.384], [0.062, -0.012, -0.027], [0.040, -0.008, 0.030], [0.576, -0.617, 1.127], [-0.096, 0.075, -0.361], [-0.046, 0.088, -0.090]]}